[1]
{
  "formula": "C24H34F3N2O6Ti",
  "method": "ωB97M-V/def2-TZVPD",
  "charge": 3,
  "lumo_ha": [-0.394, -0.394],
  "homo_lumo_gap_ev": [5.746, 5.745],
  "homo_energy_ev": [-16.5, -16.5],
  "molar_mass_g_mol": 551.405,
  "de_lowest_kj_mol": 0.00,
  "multiplicity": 1,
  "symbols": ["Ti", "C", "C", "O", "C", "C", "O", "C", "C", "O", "C", "C", "O", "C", "C", "O", "C", "C", "O", "H", "H", "H", "H", "H", "H", "H", "H", "H", "H", "H", "H", "H", "H", "H", "H", "H", "H", "H", "H", "H", "H", "H", "H", "F", "C", "F", "F", "C", "C", "C", "C", "C", "C", "C", "C", "H", "H", "H", "H", "C", "N", "C", "C", "N", "H", "H", "H", "H", "H", "H"],
  "positions_angstrom": [[0.54424, 0.69675, -0.34060], [3.48332, 1.50206, -1.16404], [2.82611, 2.83361, -0.89014], [1.40082, 2.57914, -1.11706], [0.52216, 3.78429, -1.17708], [-0.85716, 3.31525, -0.75509], [-0.95933, 1.94408, -1.21982], [-1.30379, 1.77882, -2.63962], [-0.09805, 1.18765, -3.31068], [0.41543, 0.16166, -2.43956], [-0.09758, -1.19483, -2.63870], [-1.38838, -1.26223, -1.82659], [-0.98760, -0.79182, -0.49380], [-1.01154, -1.88586, 0.49585], [0.06274, -1.54647, 1.50923], [1.10242, -0.93657, 0.75607], [2.48483, -1.25407, 1.07123], [3.22477, -0.72642, -0.10755], [2.62497, 0.53621, -0.44129], [4.46568, 1.46982, -0.71992], [3.57357, 1.15970, -2.14873], [3.21748, 3.66876, -1.53002], [2.94668, 3.20158, 0.12275], [0.66839, 4.13296, -2.17287], [0.97377, 4.55503, -0.54839], [-1.58005, 3.90600, -1.30649], [-0.94365, 3.28355, 0.27312], [-1.43059, 2.79168, -3.04308], [-2.29121, 1.24783, -2.72571], [0.65966, 1.95527, -3.47582], [-0.43557, 0.81758, -4.30482], [0.57510, -1.80860, -2.12112], [-0.15729, -1.32932, -3.72808], [-1.67114, -2.29884, -1.71196], [-2.13166, -0.65954, -2.21954], [-0.67116, -2.77814, 0.05578], [-2.05797, -1.95476, 0.89264], [0.38646, -2.52333, 2.07523], [-0.32830, -0.77336, 2.22517], [2.54978, -2.33609, 1.00114], [2.65745, -0.73450, 2.00421], [3.18993, -1.40582, -0.90915], [4.28961, -0.56845, 0.19513], [-5.64913, 3.84843, 5.76092], [-4.96906, 2.71722, 5.99571], [-5.85199, 1.67557, 5.85940], [-4.52570, 2.73245, 7.26662], [-3.90185, 2.55684, 4.92330], [-2.56159, 2.71614, 5.26374], [-1.57018, 2.41753, 4.36122], [-1.94120, 2.10678, 3.04257], [-3.33250, 2.11503, 2.69193], [-4.30780, 2.25686, 3.63492], [-1.02184, 1.78269, 2.05213], [-0.13298, 1.47945, 1.25117], [-2.30566, 2.93961, 6.29866], [-0.53221, 2.54050, 4.57072], [-3.64182, 1.81711, 1.68153], [-5.33886, 2.18370, 3.37977], [1.63670, -6.67259, -1.78879], [2.12548, -5.37197, -2.35028], [2.74545, -5.23673, -3.70943], [1.87519, -4.28825, -1.68382], [1.53841, -3.37278, -1.05323], [1.63883, -7.45551, -2.55439], [0.69453, -6.56652, -1.28885], [2.29802, -7.00929, -0.98975], [2.49463, -6.15383, -4.21476], [3.78398, -5.16043, -3.65893], [2.30981, -4.33828, -4.19232]],
  "forces_ev_per_angstrom": [[0.361, 0.157, -0.731], [-0.455, 0.249, 2.091], [-0.260, 0.689, -0.965], [-0.018, 0.119, 0.458], [1.636, -0.627, 0.743], [0.842, 0.258, -3.127], [-0.570, -0.454, -0.058], [-0.681, 1.176, 0.331], [-0.966, -0.322, -0.755], [0.581, 0.250, -0.145], [-1.287, 1.581, -0.425], [2.284, -1.173, 0.383], [-0.263, -0.255, -0.219], [-0.649, 1.189, 0.797], [-1.056, -0.774, 2.199], [-0.050, 0.066, -0.566], [-0.892, 0.001, -0.520], [1.842, 0.830, 1.553], [-0.167, 0.550, -0.078], [0.333, 0.013, 0.293], [-0.229, -0.093, -1.705], [-0.496, -0.934, 0.101], [0.091, -0.366, 0.389], [-0.551, 0.269, -0.980], [-0.357, -0.106, 0.346], [-0.450, 0.157, 0.491], [-0.567, 0.306, 1.707], [-0.294, -0.282, -0.055], [1.200, 0.384, 0.165], [0.123, -0.365, 0.203], [0.593, -0.191, 0.600], [1.268, -1.125, 0.111], [-0.162, -0.467, 0.508], [-0.466, -0.121, -0.215], [-1.672, 0.954, -0.379], [-0.003, -1.112, -1.117], [1.103, -0.023, -0.154], [-0.326, 1.999, -1.157], [0.623, -0.888, -0.355], [0.232, -0.132, 0.779], [0.618, -0.376, 0.315], [-0.245, -0.702, -1.250], [-0.736, -0.011, -0.363], [0.194, -0.225, 0.210], [-1.107, -0.465, 0.138], [0.753, 0.812, 0.296], [-0.059, -0.054, -1.158], [0.252, 0.180, 1.088], [-0.026, -0.521, 0.818], [-0.252, 0.482, -0.829], [-1.641, 0.241, -0.169], [0.642, -1.118, -0.939], [0.577, 0.489, 0.194], [0.546, -0.006, 0.568], [-0.014, -0.162, 0.053], [-0.053, 0.110, -0.277], [0.522, -0.144, 0.458], [0.316, 0.334, 0.317], [-0.591, -0.098, -0.093], [1.255, -0.031, 0.192], [0.077, -0.358, -0.439], [-2.151, 0.138, 0.678], [-0.401, -0.662, 0.043], [0.155, 0.632, 0.331], [-0.225, 0.466, 0.040], [-0.801, 0.224, -0.312], [0.340, 0.019, -0.183], [-0.164, -0.048, -0.537], [1.733, 0.195, 0.227], [0.261, -0.729, 0.043]]
}

***

[2]
{
  "formula": "C24H34N2O2",
  "method": "ωB97M-V/def2-TZVPD",
  "charge": 0,
  "lumo_ha": 0.028,
  "homo_lumo_gap_ev": 8.683,
  "homo_energy_ev": -7.9,
  "molar_mass_g_mol": 382.548,
  "de_lowest_kj_mol": 194.15,
  "multiplicity": 1,
  "symbols": ["C", "C", "O", "C", "C", "C", "C", "C", "C", "H", "H", "C", "N", "C", "C", "N", "C", "H", "C", "C", "H", "H", "C", "O", "H", "H", "H", "H", "H", "C", "C", "H", "H", "C", "C", "C", "C", "C", "C", "C", "H", "H", "H", "H", "H", "H", "H", "H", "H", "H", "H", "H", "H", "H", "H", "H", "H", "H", "H", "H", "H", "H"],
  "positions_angstrom": [[-6.37665, -3.79435, 0.09033], [-6.09774, -2.81899, 1.23095], [-5.95310, -1.48654, 0.78613], [-4.80075, -1.09657, 0.17132], [-3.65550, -1.86892, 0.02386], [-2.53932, -1.33786, -0.60337], [-2.53693, -0.04643, -1.10148], [-3.68671, 0.72313, -0.94978], [-4.79949, 0.21068, -0.32260], [-5.69297, 0.80206, -0.19786], [-3.68864, 1.73480, -1.32460], [-1.33114, 0.53278, -1.79122], [-1.01655, 1.84540, -1.24986], [-0.07394, 2.60733, -2.04492], [1.38740, 2.18600, -1.84204], [1.70574, 2.27830, -0.43103], [0.84876, 1.38916, 0.32918], [0.95527, 0.33856, 0.00546], [-0.61770, 1.81417, 0.15393], [-0.88361, 3.18529, 0.78954], [-0.08360, 3.87210, 0.50574], [-1.82638, 3.56213, 0.39153], [-0.98327, 3.14321, 2.31480], [0.24901, 2.91780, 2.96025], [0.87705, 3.57783, 2.64375], [-1.41833, 4.08976, 2.67064], [-1.63485, 2.32639, 2.63422], [-1.25678, 1.07717, 0.65217], [1.11255, 1.45242, 1.38503], [3.11662, 2.18157, -0.11906], [3.79959, 0.81888, -0.36336], [3.24388, 0.26385, -1.12198], [4.80344, 0.98311, -0.76032], [3.91346, -0.03826, 0.90406], [4.49794, -1.37958, 0.56643], [5.87366, -1.56919, 0.54029], [6.41181, -2.79308, 0.18499], [5.57921, -3.84611, -0.15330], [4.20665, -3.66788, -0.13269], [3.67215, -2.44276, 0.22370], [2.59913, -2.31008, 0.24284], [3.55110, -4.48641, -0.39346], [5.99823, -4.80240, -0.43007], [7.48398, -2.92639, 0.17253], [6.52778, -0.75038, 0.80563], [2.92824, -0.16780, 1.35319], [4.55143, 0.47767, 1.62512], [3.23376, 2.45643, 0.93421], [3.61615, 2.94758, -0.72007], [1.53214, 1.16575, -2.24191], [2.04168, 2.86234, -2.39766], [-0.17618, 3.65783, -1.76135], [-0.34363, 2.51234, -3.09933], [-0.49457, -0.18273, -1.72455], [-1.56276, 0.67024, -2.85362], [-1.65646, -1.95424, -0.70423], [-3.60732, -2.88026, 0.39633], [-6.95653, -2.78636, 1.90763], [-5.21901, -3.13393, 1.80762], [-5.54894, -3.81363, -0.61440], [-6.52525, -4.79388, 0.48988], [-7.27323, -3.48910, -0.44316]],
  "forces_ev_per_angstrom": [[0.112, 0.363, 0.190], [-0.082, -0.448, 0.015], [0.066, 0.282, -0.122], [0.093, 0.120, -0.067], [-0.315, -0.211, 0.215], [0.044, 0.252, -0.141], [0.112, -0.201, -0.032], [-0.011, -0.134, 0.027], [-0.111, -0.135, 0.072], [-0.116, 0.074, 0.009], [-0.018, 0.144, -0.024], [0.031, -0.003, -0.049], [-0.083, -0.104, -0.140], [0.272, 0.043, -0.132], [-0.229, 0.132, -0.100], [-0.123, -0.008, -0.009], [-0.200, -0.044, 0.036], [0.061, -0.030, 0.011], [0.055, 0.210, 0.316], [-0.011, -0.389, 0.368], [-0.051, 0.141, -0.017], [-0.029, 0.056, -0.042], [-0.399, 0.336, -0.340], [0.553, -0.034, 0.229], [-0.047, -0.042, 0.053], [-0.041, -0.167, -0.035], [-0.041, 0.070, -0.020], [0.065, 0.065, 0.001], [-0.002, -0.082, -0.035], [0.185, -0.060, -0.132], [-0.176, 0.249, 0.233], [0.040, -0.038, -0.071], [0.010, -0.056, -0.054], [0.037, -0.014, -0.315], [-0.024, 0.019, 0.171], [-0.033, 0.009, 0.011], [0.102, -0.031, -0.028], [0.050, -0.104, -0.034], [-0.040, -0.086, -0.049], [-0.002, 0.020, 0.018], [-0.121, 0.032, 0.014], [-0.047, -0.060, -0.015], [0.033, -0.071, -0.015], [0.080, -0.012, 0.003], [0.068, 0.094, 0.040], [-0.002, 0.035, 0.071], [-0.053, 0.008, 0.062], [0.084, 0.044, -0.005], [0.019, 0.001, 0.099], [0.056, 0.035, 0.011], [0.001, -0.033, -0.039], [0.090, 0.028, -0.093], [-0.026, 0.036, 0.020], [-0.084, 0.000, -0.066], [0.122, -0.029, 0.032], [0.106, -0.031, -0.009], [-0.058, -0.085, 0.042], [0.175, -0.033, -0.032], [-0.090, 0.077, -0.005], [0.041, -0.064, -0.068], [-0.014, -0.129, 0.019], [-0.084, -0.008, -0.050]]
}